No. 1
# C19H21Cl2NO3

A single C19H21Cl2NO3 molecule (ωB97M-V/def2-TZVPD, the Open Molecules 2025 dataset).

Values from the calculation:
**Kohn-Sham gap**: 0.29901 Eh
**ΔE to the lowest compared entry with this formula, charge and spin**: 0.0 kJ/mol
**M**: 382.3 g mol⁻¹
**Calculated total energy**: -52721.89586 eV
**LUMO level**: -0.0252 Ha

Each line ends with the Löwdin charge.
Cartesian coordinates (Å):
O1 3.75806 3.30998 1.03883  0.0691
C1 2.96023 2.98310 0.18806  -0.4687
C2 1.70128 3.82324 -0.11196  -0.0550
O2 0.50539 3.18988 0.33243  0.0255
C3 -0.06420 2.27444 -0.45804  -0.4812
O3 0.40463 1.91029 -1.51695  0.0833
C4 -1.31928 1.78738 0.12237  0.0297
C5 -2.04733 0.86403 -0.52023  -0.0255
C6 -3.30616 0.29528 -0.08930  -0.2248
C7 -4.03733 0.82948 0.97805  -0.0125
C8 -5.24310 0.29627 1.37854  -0.0930
C9 -5.75547 -0.80687 0.70766  -0.6704
Cl1 -7.25974 -1.48598 1.19180  0.6998
C10 -5.06440 -1.36702 -0.35492  -0.1281
C11 -3.85534 -0.81740 -0.74673  -0.5911
Cl2 -3.03372 -1.56104 -2.06656  0.7370
N1 3.07680 1.90645 -0.60386  0.0723
C12 4.11833 0.91968 -0.44002  -0.1583
C13 3.56261 -0.38619 0.14691  -0.1392
C14 4.64950 -1.41133 0.31772  -0.2603
C15 5.18133 -1.67191 1.50400  -0.0550
C16 6.28468 -2.65622 1.74046  -0.1969
C17 6.96395 -3.06525 0.43705  -0.2071
C18 5.90544 -3.36795 -0.61644  -0.2011
C19 5.12325 -2.09694 -0.93494  -0.1619
H1 1.63819 4.01730 -1.18852  0.1351
H2 1.76347 4.75789 0.44684  0.1360
H3 -1.58466 2.21677 1.07470  0.1134
H4 -1.65329 0.49797 -1.46024  0.0884
H5 -3.65029 1.69276 1.49452  0.1130
H6 -5.78915 0.72817 2.20181  0.1081
H7 -5.46343 -2.22346 -0.87451  0.1049
H8 2.32653 1.69384 -1.25269  0.1127
H9 4.86501 1.34318 0.23485  0.1270
H10 4.57764 0.73006 -1.41416  0.1222
H11 2.78547 -0.76955 -0.52040  0.1166
H12 3.10587 -0.16251 1.11295  0.1185
H13 4.80788 -1.16722 2.38512  0.1107
H14 7.01528 -2.22310 2.42849  0.1091
H15 5.86645 -3.54041 2.23447  0.1139
H16 7.59684 -2.24844 0.08408  0.1162
H17 7.59948 -3.93711 0.60337  0.1065
H18 6.36961 -3.75694 -1.52489  0.1076
H19 5.22309 -4.12907 -0.23232  0.1178
H20 4.26543 -2.33402 -1.56963  0.1170
H21 5.76345 -1.41024 -1.49842  0.1184

No. 2
# C19H21F2N2PS2

3 unconnected molecules or ions with the total composition C19H21F2N2PS2 (ωB97M-V/def2-TZVPD, the Open Molecules 2025 dataset).

Values from the calculation:
**Kohn-Sham gap**: 0.30715 Eh
**M**: 410.5 g mol⁻¹
**Calculated total energy**: -59416.65146 eV
**LUMO level**: -0.0178 Ha

Each line ends with the Löwdin charge.
Cartesian coordinates (Å):
P1 -3.83801 -0.54791 -0.16524  0.7953
C1 -4.06338 0.09923 -1.88754  -0.4869
C2 -4.41168 -1.08302 -2.79851  -0.3536
C3 -3.26601 -1.51086 -3.71741  -0.5008
S1 -2.29376 -2.79853 -2.91558  0.9469
C4 -1.48426 -3.53901 -4.25001  -1.1039
S2 -1.35998 -2.89548 -5.73507  0.7375
N1 -0.88688 -4.78908 -3.96027  -0.1886
C5 -1.50273 -5.99333 -4.14709  -0.0851
C6 -0.58453 -6.94362 -3.78597  -0.1472
N2 0.57099 -6.34229 -3.37649  0.0551
C7 0.37348 -5.05638 -3.48499  -0.1658
H1 -3.74391 0.61446 0.62456  -0.1049
H2 -5.17115 -0.94773 0.06692  -0.1031
H3 -4.87102 0.82344 -1.87391  0.0635
H4 -3.16817 0.62609 -2.19298  0.0537
H5 -5.23164 -0.78356 -3.44472  0.1067
H6 -4.76881 -1.93717 -2.22689  0.0724
H7 -3.67922 -1.93451 -4.62511  0.0531
H8 -2.62845 -0.67603 -3.98001  0.0758
H9 -2.50549 -6.10745 -4.50554  0.1168
H10 -0.70345 -8.00774 -3.82129  0.0922
H11 1.07430 -4.27961 -3.25123  0.1256
F1 -1.30099 0.92952 -0.61507  -0.0008
C8 -0.64882 1.26803 0.52188  -0.2981
C9 -0.32917 0.27272 1.42114  -0.0250
C10 0.34058 0.62279 2.58490  -0.0760
C11 0.67046 1.94873 2.83167  -0.0975
C12 0.33437 2.93213 1.91106  -0.0811
C13 -0.33017 2.59228 0.74104  -0.0107
H12 -0.60426 -0.75186 1.20894  0.1113
H13 0.60454 -0.14381 3.30081  0.1058
H14 1.18993 2.21642 3.74194  0.0999
H15 0.58462 3.96191 2.10219  0.0915
H16 -0.59691 3.33969 0.00562  0.1177
F2 2.50290 4.60602 3.16521  0.0422
C14 3.68432 4.17008 3.65608  -0.2848
C15 4.26065 4.84762 4.71034  -0.0168
C16 5.47056 4.39054 5.21170  -0.0831
C17 6.08377 3.27780 4.65269  -0.0959
C18 5.48395 2.61583 3.59031  -0.0799
C19 4.27051 3.05922 3.08500  -0.0190
H17 3.76765 5.71592 5.12631  0.1176
H18 5.93478 4.90571 6.04146  0.1047
H19 7.02847 2.92714 5.04531  0.1010
H20 5.96144 1.75058 3.15122  0.1056
H21 3.78056 2.55505 2.26260  0.1168

Computed values of max |F| (unit: eV Å⁻¹) for the preceding records, in sequence: 0.9 1.1.